No. 1
{"formula": "C3H3ClFN3", "method": "wB97M-V/def2-TZVPD", "smiles": "[H]/N=C1/NN=C[C@@]1(F)Cl", "de_lowest_kj_mol": 226.4, "max_force_ev_per_a": 8.328, "multiplicity": 1, "species": ["C", "C", "C", "H", "H", "H", "N", "N", "N", "F", "Cl"], "positions_angstrom": [[0.744, -0.261, 0.158], [-0.296, -1.407, 0.256], [-0.124, 0.721, -0.157], [-0.139, -2.531, 0.488], [-2.200, 0.899, -0.721], [1.161, 1.997, 0.355], [-1.395, -1.119, -0.452], [-1.308, 0.281, -0.613], [0.121, 1.946, 0.066], [1.279, -0.225, 1.519], [2.159, -0.301, -0.900]]}

No. 2
{"formula": "C3H3ClN2OS", "method": "wB97M-V/def2-TZVPD", "de_lowest_kj_mol": 344.3, "max_force_ev_per_a": 3.368, "multiplicity": 1, "species": ["C", "C", "C", "N", "N", "O", "S", "Cl", "H", "H", "H"], "positions_angstrom": [[-0.916, -0.766, 1.207], [-0.605, 0.155, -0.920], [-1.373, -0.937, -0.239], [-0.096, 0.244, 1.225], [-0.037, 0.872, 0.033], [-2.035, -1.864, -0.715], [2.671, 1.970, -0.256], [3.252, 0.060, -0.094], [-1.205, -1.517, 1.989], [-0.477, 0.329, -1.938], [0.822, 1.456, -0.295]]}

No. 3
{"formula": "C3H3ClN2OS", "method": "wB97M-V/def2-TZVPD", "smiles": "Nc1oc(=S)[nH]c1Cl", "de_lowest_kj_mol": 0.0, "max_force_ev_per_a": 1.539, "multiplicity": 1, "species": ["C", "C", "C", "H", "H", "H", "N", "N", "O", "S", "Cl"], "positions_angstrom": [[-0.605, 1.019, 0.000], [1.311, -0.085, -0.028], [-0.913, -0.291, 0.023], [-0.890, 2.906, 0.484], [-2.288, 1.978, 0.075], [0.448, -1.951, -0.282], [-1.325, 2.203, -0.092], [0.278, -0.992, -0.019], [0.750, 1.156, -0.028], [2.891, -0.388, 0.026], [-2.409, -1.077, 0.020]]}

No. 4
{"formula": "C3H3ClNO", "method": "wB97M-V/def2-TZVPD", "smiles": "O=[N+]1C=C[C@H]1Cl", "de_lowest_kj_mol": 312.3, "max_force_ev_per_a": 5.081, "total_charge": 1, "multiplicity": 1, "species": ["C", "C", "C", "N", "O", "Cl", "H", "H", "H"], "positions_angstrom": [[-0.032, 0.368, 0.036], [0.218, -0.621, -0.785], [-1.339, 0.021, 0.522], [-1.357, -1.267, -0.100], [-1.882, -2.301, 0.172], [-2.734, 0.881, -0.201], [0.520, 1.239, 0.300], [0.589, -1.039, -1.606], [-1.584, 0.046, 1.589]]}

No. 5
{"formula": "C3H3ClNO", "method": "wB97M-V/def2-TZVPD", "de_lowest_kj_mol": 765.9, "max_force_ev_per_a": 3.808, "total_charge": 1, "multiplicity": 1, "species": ["C", "C", "C", "N", "O", "Cl", "H", "H", "H"], "positions_angstrom": [[0.330, -1.040, 0.071], [2.709, -0.264, -0.086], [0.359, 0.304, -0.033], [1.903, 0.752, -0.018], [2.317, 1.896, 0.024], [4.317, -0.564, 0.018], [-0.070, -1.998, -0.011], [-0.341, 0.977, -0.658], [0.171, 0.962, 0.876]]}

No. 6
{"formula": "C3H3ClNO", "method": "wB97M-V/def2-TZVPD", "de_lowest_kj_mol": 280.1, "max_force_ev_per_a": 7.360, "total_charge": 1, "multiplicity": 1, "species": ["C", "C", "C", "N", "O", "Cl", "H", "H", "H"], "positions_angstrom": [[0.694, 0.683, -0.245], [2.161, 0.242, 0.020], [0.140, -0.592, 0.218], [1.561, -1.038, 0.114], [1.821, -2.151, -0.233], [3.748, 0.647, 0.085], [0.580, 1.482, -0.890], [-0.251, -0.465, 1.287], [-0.545, -1.121, -0.541]]}

No. 7
{"formula": "C3H3ClO", "method": "wB97M-V/def2-TZVPD", "smiles": "O=C/C=C\\Cl", "de_lowest_kj_mol": 114.6, "max_force_ev_per_a": 7.287, "multiplicity": 1, "species": ["C", "C", "C", "H", "H", "H", "O", "Cl"], "positions_angstrom": [[0.615, 0.137, 1.052], [0.469, -0.045, -0.162], [-0.617, -0.062, -1.095], [1.379, -0.140, 1.710], [1.314, -0.382, -0.546], [-0.624, -0.474, -2.109], [-1.718, 0.291, -0.787], [-0.817, 0.675, 1.937]]}

No. 8
{"formula": "C3H3ClO2", "method": "wB97M-V/def2-TZVPD", "smiles": "CC(=O)C(=O)Cl", "de_lowest_kj_mol": 99.9, "max_force_ev_per_a": 4.607, "multiplicity": 1, "species": ["C", "C", "C", "O", "O", "Cl", "H", "H", "H"], "positions_angstrom": [[-0.057, -0.669, 0.241], [-1.357, 0.564, 0.008], [1.187, 0.008, -0.013], [-0.373, -1.812, 0.300], [-1.069, 1.710, 0.100], [-2.967, -0.086, -0.241], [1.749, -0.739, -0.836], [1.954, 0.045, 0.860], [0.933, 0.980, -0.419]]}

No. 9
{"formula": "C3H3ClO2", "method": "wB97M-V/def2-TZVPD", "smiles": "O=C1O[C@H]1CCl", "de_lowest_kj_mol": 223.5, "max_force_ev_per_a": 4.656, "multiplicity": 1, "species": ["C", "C", "C", "O", "O", "Cl", "H", "H", "H"], "positions_angstrom": [[-2.381, 0.817, -0.092], [-1.160, 1.195, 0.536], [0.198, 1.741, -0.517], [-3.419, 0.849, -0.559], [-1.563, -0.157, 0.422], [1.683, 1.060, 0.153], [-1.058, 1.497, 1.585], [0.217, 2.900, -0.444], [-0.145, 1.150, -1.371]]}

No. 10
{"formula": "C3H3ClS", "method": "wB97M-V/def2-TZVPD", "s_squared": 2.015, "de_lowest_kj_mol": 385.5, "max_force_ev_per_a": 3.560, "multiplicity": 3, "species": ["C", "C", "C", "S", "Cl", "H", "H", "H"], "positions_angstrom": [[-2.503, 0.050, -0.866], [-4.393, 0.616, -0.749], [-0.144, 0.025, 0.054], [-1.735, 0.936, 0.245], [-4.984, -0.485, 0.305], [-0.320, -1.032, 0.016], [0.393, 0.370, 0.835], [0.389, 0.336, -0.872]]}

No. 11
{"formula": "C3H3ClS2", "method": "wB97M-V/def2-TZVPD", "smiles": "S=C(S)/C=C\\Cl", "de_lowest_kj_mol": 70.8, "max_force_ev_per_a": 2.190, "multiplicity": 1, "species": ["C", "C", "C", "H", "H", "H", "S", "S", "Cl"], "positions_angstrom": [[-1.173, 0.128, -0.211], [-0.077, -0.706, 0.295], [1.233, -0.600, 0.145], [0.263, 2.042, -0.217], [-0.455, -1.490, 1.048], [1.768, -1.377, 0.693], [-1.050, 1.965, -0.098], [-2.607, -0.393, -0.804], [2.097, 0.431, -0.852]]}

No. 12
{"formula": "C3H3CoLiO4", "method": "wB97M-V/def2-TZVPD", "s_squared": 3.759, "e_tot_ha": -1807.25084, "max_force_ev_per_a": 4.791, "multiplicity": 4, "species": ["O", "C", "C", "H", "H", "C", "O", "O", "Li", "Co", "O", "H"], "positions_angstrom": [[0.209, 0.698, 0.325], [-0.710, -0.156, 0.131], [-0.430, -0.980, -1.074], [-1.262, -0.796, -1.777], [-0.500, -2.040, -0.770], [0.402, 1.511, 1.889], [1.529, 1.895, 1.822], [-0.576, 1.265, 2.549], [1.860, 0.610, -0.703], [-2.332, -0.140, 1.716], [0.831, -0.683, -1.650], [0.978, -1.184, -2.456]]}

No. 13
{"formula": "C3H3CsFO2", "method": "wB97M-V/def2-TZVPD", "de_lowest_kj_mol": 300.8, "max_force_ev_per_a": 3.719, "total_charge": 1, "multiplicity": 1, "species": ["F", "H", "H", "O", "O", "C", "C", "C", "H", "Cs"], "positions_angstrom": [[-1.433, 1.796, -4.710], [-1.754, 2.511, -5.240], [1.489, -2.886, 3.970], [0.366, -0.637, 3.141], [1.744, -1.757, 1.979], [1.218, -1.293, 4.044], [2.095, -2.006, 3.264], [0.771, -0.825, 1.920], [1.456, -0.747, 4.955], [-0.598, 0.829, -1.584]]}

No. 14
{"formula": "C3H3CuLiO2", "method": "wB97M-V/def2-TZVPD", "de_lowest_kj_mol": 8.8, "max_force_ev_per_a": 1.937, "total_charge": 1, "multiplicity": 1, "species": ["O", "C", "C", "H", "H", "H", "O", "C", "Cu", "Li"], "positions_angstrom": [[0.243, 0.810, 0.181], [1.316, 0.129, 0.110], [1.351, -0.914, -0.963], [2.313, -1.444, -0.871], [0.546, -1.655, -0.819], [1.291, -0.454, -1.963], [-3.103, 0.239, 1.614], [-4.137, 0.425, 1.194], [-0.678, 0.084, 2.013], [0.858, 2.779, -0.496]]}

No. 15
{"formula": "C3H3DyFO3", "method": "wB97M-V/def2-TZVPD", "s_squared": 9.766, "e_tot_ha": -1326.23887, "max_force_ev_per_a": 10.806, "total_charge": 1, "multiplicity": 6, "species": ["C", "C", "O", "C", "O", "O", "Dy", "F", "H", "H", "H"], "positions_angstrom": [[-0.048, 0.645, -1.621], [1.017, 1.474, -1.194], [0.481, 2.107, 0.842], [-0.197, 1.190, 1.473], [0.455, 0.157, 1.904], [-1.038, 0.354, 0.065], [-0.154, -1.666, 0.784], [0.532, -1.235, -1.358], [-0.593, 0.874, -2.545], [1.158, 2.364, -1.807], [1.846, 0.902, -0.764]]}

No. 16
{"formula": "C3H3ErO3", "method": "wB97M-V/def2-TZVPD", "s_squared": 3.792, "de_lowest_kj_mol": 56.4, "max_force_ev_per_a": 3.197, "total_charge": 2, "multiplicity": 4, "species": ["O", "Er", "O", "C", "O", "C", "H", "H", "C", "H"], "positions_angstrom": [[-0.630, -0.191, -0.214], [-2.821, -0.097, -1.249], [-2.203, 1.157, 0.409], [-0.998, 0.853, 0.672], [-0.169, 1.342, 1.400], [0.725, -0.666, -0.167], [0.801, -1.488, -0.909], [0.902, -1.115, 0.827], [1.713, 0.309, -0.558], [2.680, -0.104, -0.211]]}

No. 17
{"formula": "C3H3EuO3", "method": "wB97M-V/def2-TZVPD", "s_squared": 20.012, "de_lowest_kj_mol": 0.0, "max_force_ev_per_a": 2.585, "total_charge": 2, "multiplicity": 9, "species": ["O", "C", "O", "Eu", "C", "C", "H", "H", "O", "H"], "positions_angstrom": [[0.638, 4.456, -2.695], [0.073, 3.644, -2.123], [-0.464, 2.813, -1.500], [-1.158, 0.934, -0.057], [-0.432, -1.036, 1.371], [0.130, -2.282, 1.111], [-0.862, -0.970, 2.381], [-0.279, -3.195, 1.563], [1.116, -2.522, 0.317], [1.237, -1.843, -0.368]]}

No. 18
{"formula": "C3H3F2N", "method": "wB97M-V/def2-TZVPD", "smiles": "FC=C=NCF", "de_lowest_kj_mol": 254.7, "max_force_ev_per_a": 6.381, "multiplicity": 1, "species": ["C", "C", "C", "N", "F", "F", "H", "H", "H"], "positions_angstrom": [[0.764, -0.178, -0.017], [-1.754, -0.098, 0.251], [2.104, -0.056, -0.334], [-0.358, -0.617, 0.270], [-1.746, 1.332, 0.104], [3.003, 0.699, 0.439], [-2.246, -0.514, -0.508], [-2.111, -0.387, 1.217], [2.345, -0.180, -1.423]]}

No. 19
{"formula": "C3H3F2NO", "method": "wB97M-V/def2-TZVPD", "de_lowest_kj_mol": 248.7, "max_force_ev_per_a": 3.016, "multiplicity": 1, "species": ["C", "C", "C", "N", "O", "F", "F", "H", "H", "H"], "positions_angstrom": [[-2.047, 0.561, -0.534], [-0.566, -1.031, 0.095], [0.369, 0.098, 0.215], [1.189, 0.890, 0.227], [-1.909, -0.621, 0.064], [-3.210, 1.106, -0.084], [3.752, 0.909, -0.056], [-0.225, -1.551, -0.855], [-0.373, -1.840, 0.865], [3.021, 1.480, 0.063]]}

No. 20
{"formula": "C3H3F3O", "method": "wB97M-V/def2-TZVPD", "de_lowest_kj_mol": 196.9, "max_force_ev_per_a": 4.715, "multiplicity": 1, "species": ["C", "C", "C", "O", "F", "F", "F", "H", "H", "H"], "positions_angstrom": [[1.061, -1.750, -2.220], [-0.179, -0.012, -0.035], [-0.611, -1.147, -0.993], [2.112, -1.287, -2.155], [0.737, -2.712, -3.078], [-1.194, -2.202, -0.447], [-1.456, -0.628, -1.851], [-0.908, 0.929, -0.240], [0.864, 0.387, -0.383], [-0.151, -0.466, 0.943]]}